1.
Formula: C19H48HgO21S6
Source: the Open Molecules 2025 dataset
Level of theory: wB97M-V/def2-TZVPD

XYZ file:
```
95
Properties=species:S:1:pos:R:3:forces:R:3
Hg 2.04228 -24.43148 2.51519 -0.7 0.6 0.3
C 3.19640 -25.20512 0.42885 -0.8 1.4 5.3
O 3.76348 -25.60663 1.47160 10.1 -4.1 3.6
O 3.13811 -24.00036 0.33433 3.6 9.2 -5.5
O 2.08206 -25.63747 0.56810 -11.6 -7.5 -5.6
O 1.65335 -19.67160 2.70143 -0.4 -1.7 -1.0
S 1.61556 -20.86878 1.86644 -0.4 -0.5 -0.7
O 1.27057 -22.19857 2.41626 -0.3 3.7 -1.0
O 0.61898 -20.46926 0.55177 2.1 -0.5 1.8
C 0.42605 -21.50203 -0.43488 -3.0 -0.4 0.1
C -0.95319 -22.13473 -0.06812 0.9 -0.4 -0.3
C 3.15633 -20.94808 0.94275 0.2 0.5 0.6
H 1.12858 -22.31450 -0.62049 0.8 0.4 0.9
H 0.26891 -20.96855 -1.37233 0.3 0.1 0.0
H -1.75196 -21.43293 -0.30798 -0.1 -0.3 -0.1
H -1.03291 -22.43111 0.97778 0.3 0.3 0.1
H -1.00964 -23.09205 -0.58625 -0.5 0.2 -0.5
H 3.46068 -19.90205 0.97872 0.0 0.0 -0.4
H 3.01317 -21.34450 -0.06246 -0.1 0.0 0.3
H 3.92782 -21.51358 1.46534 -0.5 -0.3 0.1
O -2.67798 -25.59082 1.89648 1.5 -1.2 -0.3
S -1.25859 -25.86668 1.66706 0.0 0.1 -1.1
O -0.34010 -24.86760 2.17518 -1.7 -1.6 -0.6
O -0.74349 -27.34943 2.27198 -0.9 1.4 -0.5
C -1.62071 -28.46445 2.03077 -1.1 -0.1 -1.1
C -0.96025 -29.56068 1.17027 0.4 0.3 1.3
C -0.97797 -26.16131 -0.20105 -0.5 0.0 1.1
H -2.52433 -28.14156 1.51374 0.0 0.4 -0.3
H -2.07509 -28.80728 2.96034 0.8 -0.2 0.3
H -0.87730 -29.32435 0.10944 0.0 0.2 0.2
H -1.46939 -30.51550 1.30140 -0.3 0.1 -0.1
H 0.02757 -29.71139 1.60570 0.2 -0.1 -0.3
H 0.07117 -26.42186 -0.34069 0.3 0.7 0.2
H -1.34920 -25.27840 -0.72141 0.6 0.3 0.4
H -1.57639 -26.95342 -0.65111 -0.3 -0.4 0.8
O 6.27699 -29.41509 0.94515 2.5 0.9 2.4
S 7.29918 -28.89378 1.88882 -0.8 -1.1 -0.9
O 7.65594 -29.61733 3.13399 -0.5 1.2 -2.5
O 8.64459 -28.65999 0.93956 -2.4 0.1 0.5
C 9.80539 -28.35571 1.66260 1.4 -0.4 0.6
C 10.83410 -27.76428 0.73487 0.8 -1.1 -1.2
C 6.93151 -27.16905 2.27213 0.5 -1.3 -0.3
H 10.02451 -29.32158 2.11776 1.0 0.3 0.3
H 9.79546 -27.58759 2.43590 -1.4 -0.2 0.4
H 11.51375 -27.08126 1.24443 -0.2 0.1 -0.1
H 10.35702 -27.32956 -0.14349 -0.2 0.6 0.3
H 11.45321 -28.53338 0.27305 0.2 -0.2 0.1
H 6.51738 -27.23025 3.27854 -0.5 0.5 -0.3
H 6.30081 -26.88253 1.43057 -0.5 0.4 0.5
H 7.87260 -26.61913 2.26654 -0.1 0.0 0.1
O 3.73655 -23.23862 3.47832 5.2 2.0 1.7
S 5.17012 -22.80969 3.75413 -2.6 -1.9 -0.4
O 5.43695 -21.38303 3.85715 0.3 -1.9 0.4
O 5.66702 -23.61337 5.15090 0.4 1.2 -1.4
C 5.27956 -24.98869 5.36144 -0.5 -0.9 0.4
C 6.36124 -25.76197 6.08759 1.7 0.3 -0.2
C 6.25399 -23.56560 2.45045 -0.3 0.8 0.7
H 5.13547 -25.57254 4.45234 -0.7 0.7 -0.4
H 4.38555 -24.94072 5.98316 -0.2 -0.2 -0.4
H 7.20574 -25.93582 5.42073 0.5 0.9 -0.3
H 6.26371 -26.82811 6.29236 -1.4 0.1 0.5
H 6.73560 -25.23607 6.96588 -0.1 -0.1 0.1
H 6.10725 -24.64104 2.35047 -0.7 0.3 0.0
H 7.31271 -23.35820 2.60601 -0.1 0.3 0.5
H 5.92623 -22.99874 1.57904 -0.2 -0.5 -0.2
O -1.14753 -21.08800 -4.35727 2.6 -3.0 -1.1
S -0.37401 -22.23526 -4.93232 -1.1 0.1 1.4
O 0.62047 -22.06484 -5.96891 -0.8 0.2 0.8
O 0.35001 -23.15531 -3.68339 -1.5 2.0 -2.1
C 1.19497 -24.25922 -4.08668 0.6 -0.6 0.4
C 2.27832 -24.36977 -3.00889 0.4 0.3 -0.2
C -1.65139 -23.41793 -5.48325 0.5 0.3 -0.2
H 1.57312 -24.22473 -5.10840 0.3 1.0 0.1
H 0.59321 -25.16592 -4.14903 -0.3 -0.1 0.6
H 2.73601 -23.41963 -2.73347 -0.6 0.5 -0.1
H 3.18113 -24.86883 -3.36098 -0.3 -0.8 -0.1
H 1.91631 -24.78360 -2.06772 0.1 -0.2 -0.1
H -2.17704 -23.07654 -6.37502 0.0 0.8 0.3
H -2.32342 -23.51008 -4.63004 0.1 -0.3 -0.2
H -1.20799 -24.34078 -5.85721 0.3 -0.1 0.7
O 1.26348 -28.63337 4.72009 3.2 2.2 -1.6
S 2.26367 -27.79368 3.94205 -2.0 -0.7 -0.9
O 1.95196 -26.41071 3.56993 0.4 -3.5 2.6
O 3.79665 -27.77341 4.58425 -2.3 1.4 -0.5
C 4.21460 -28.90310 5.29499 0.5 0.5 1.7
C 3.57512 -28.99244 6.72701 -0.4 -1.8 -1.1
C 2.66199 -28.64025 2.37687 -1.0 0.7 1.1
H 5.27267 -28.67510 5.42384 0.2 -0.5 -0.2
H 4.07198 -29.76055 4.63731 0.1 -0.5 0.5
H 3.20995 -28.09014 7.21754 0.4 0.2 -0.5
H 4.21347 -29.56664 7.39850 0.4 0.3 0.0
H 2.72595 -29.66072 6.58414 -0.4 0.3 0.3
H 3.65884 -28.27049 2.13672 0.0 -0.5 -0.2
H 1.95569 -28.22315 1.65905 0.1 0.3 0.0
H 2.41596 -29.68863 2.54560 0.7 -0.1 -0.2
```
Positions in Å, forces in eV/Å.

Calculated values
* E_LUMO (spin up / spin down): 0.073 / 0.072 Eh
* total charge: -1
* multiplicity: 2
* highest occupied orbital energy (spin up / spin down): -1.91 / -2.75 eV

Results of the Mulliken charge analysis, in e, for atoms 1 through 5: number 1, Hg, carries 1.516; number 2, C, carries -0.608; number 3, O, carries -0.288; number 4, O, carries -0.494; number 5, O, carries -0.517

***

2.
Formula: C4HHgO2
Source: the Open Molecules 2025 dataset
Level of theory: wB97M-V/def2-TZVPD

XYZ file:
```
8
Properties=species:S:1:pos:R:3:forces:R:3
O -2.64301 1.00416 0.08497 -0.6 -1.5 0.8
C 1.56807 -0.20207 0.87075 2.0 -0.2 1.0
C 0.43364 -0.09338 0.28633 -4.8 0.9 -2.7
C -0.74424 0.02991 -0.29646 4.8 -1.9 2.5
C -2.06832 -0.23396 -0.09447 -1.9 1.6 -2.8
O -2.72543 -1.25464 -0.45079 4.7 9.0 -1.9
Hg -3.48193 -2.76652 0.13693 -4.1 -8.2 3.2
H -2.55270 1.52954 -0.72279 0.0 0.2 0.0
```
Positions in Å, forces in eV/Å.

Calculated values
* E_LUMO (spin up / spin down): -0.291 / -0.262 Eh
* total charge: +1
* highest occupied orbital energy (spin up / spin down): -13.77 / -14.87 eV

Results of the natural (NBO) charge analysis, in e, for atoms 1 through 5: number 1, O, carries -0.638; number 2, C, carries 0.418; number 3, C, carries -0.370; number 4, C, carries 0.191; number 5, C, carries 0.700

***

3.
Formula: C41H58AsCaN7O9P2S
Source: the Open Molecules 2025 dataset
Level of theory: wB97M-V/def2-TZVPD

XYZ file:
```
120
Properties=species:S:1:pos:R:3:forces:R:3
Ca -0.00838 0.14827 -0.17354 0.5 0.0 -1.2
O -2.76097 2.56275 1.28589 -0.1 0.0 0.0
C -1.57356 2.32650 1.10229 0.1 0.0 0.0
O -0.99977 2.15849 -0.03988 -0.1 0.3 0.2
C -0.62554 2.28608 2.32250 0.0 0.0 0.1
C 0.82752 2.57286 1.92263 0.0 0.0 0.0
C 1.66127 2.99388 3.13176 0.0 0.0 0.0
C 1.80294 1.65077 3.88816 0.0 0.0 0.0
C 1.05010 0.69807 2.95787 0.0 0.0 0.0
O 1.34688 1.24348 1.64633 -0.2 0.0 0.1
C -0.47263 0.91512 3.06668 0.0 0.0 0.0
C -1.17689 -0.35164 2.53436 -0.1 0.0 -0.1
O -1.21751 -1.31466 3.30784 0.0 0.0 0.0
O -1.58060 -0.34741 1.32657 -0.1 -0.1 0.3
H -0.99892 3.03428 3.02183 0.0 0.0 0.0
H 0.93151 3.18883 1.03437 0.0 0.0 0.0
H 1.16857 3.77097 3.71496 0.0 0.0 0.0
H 2.63284 3.36989 2.81056 0.0 0.0 0.0
H 1.36105 1.66669 4.88360 0.0 0.0 0.0
H 2.84767 1.35532 3.98272 0.0 0.0 0.0
H 1.36468 -0.33987 2.98889 0.0 0.0 0.0
H -0.76283 1.00013 4.11260 0.0 0.0 0.0
C 2.39856 -5.17027 2.01725 0.0 0.0 0.0
N 1.98864 -3.77500 2.02793 0.0 0.1 0.1
C 1.67125 -3.24775 3.35836 0.1 0.0 0.0
P 1.23404 -3.13538 0.70983 0.0 0.2 0.0
O 1.03949 -1.68324 0.87079 0.0 -0.2 0.3
O 2.23143 -3.49906 -0.50239 0.0 0.0 0.0
P 2.93487 -2.42218 -1.49138 0.0 0.1 0.0
O 2.11945 -1.24233 -1.81563 -0.1 0.0 0.0
N 3.25067 -3.31013 -2.84319 0.1 0.0 0.0
C 3.91458 -4.59763 -2.72809 0.0 0.0 0.0
C 2.40859 -3.17279 -4.02348 0.0 0.0 0.0
N 4.32946 -2.08490 -0.68231 0.0 -0.2 -0.1
C 5.03228 -2.99532 0.20846 0.0 0.1 0.0
C 5.21006 -1.10841 -1.31490 -0.1 0.1 0.0
N -0.11139 -3.97436 0.28039 0.1 -0.2 0.0
C -0.08565 -5.17777 -0.53484 0.0 0.0 -0.1
C -1.18478 -3.95944 1.27741 0.0 0.0 0.0
H 3.34403 -5.28399 2.55415 0.0 0.0 0.0
H 2.54700 -5.52305 0.99683 0.0 0.0 0.0
H 1.65545 -5.81258 2.50209 0.0 0.0 0.0
H 2.59152 -3.02546 3.90395 0.0 0.0 0.0
H 1.09797 -3.98498 3.92765 0.0 0.0 0.0
H 1.06309 -2.34776 3.28605 0.0 -0.1 0.0
H 4.51871 -4.64196 -1.82421 0.0 0.0 0.0
H 4.57383 -4.75593 -3.58389 0.0 0.0 0.0
H 3.18998 -5.41973 -2.69396 0.0 0.0 0.0
H 1.96862 -2.17927 -4.04344 0.0 0.0 0.0
H 1.60827 -3.92251 -4.03774 0.0 0.0 0.0
H 3.01965 -3.30677 -4.91839 0.0 0.0 0.0
H 4.34118 -3.68327 0.68408 0.0 0.0 0.0
H 5.51662 -2.41213 0.99444 0.0 0.0 0.0
H 5.81073 -3.56216 -0.31648 0.0 0.0 0.0
H 4.62494 -0.40266 -1.90221 0.0 0.0 0.0
H 5.94788 -1.59245 -1.96501 0.0 0.0 0.0
H 5.73937 -0.54977 -0.54162 0.0 0.0 0.0
H 0.70080 -5.11956 -1.28333 0.0 0.0 0.0
H -1.04217 -5.26394 -1.05553 0.0 0.0 0.0
H 0.05632 -6.08395 0.06680 0.0 0.0 0.0
H -1.19657 -3.02259 1.84066 0.0 0.0 0.0
H -1.08460 -4.79729 1.97824 0.0 0.0 0.0
H -2.14102 -4.06402 0.76052 0.0 0.0 0.0
N -9.49294 -4.87505 -1.42850 0.0 0.0 0.0
C -8.40911 -4.50413 -1.51834 0.0 0.0 0.0
C -7.05233 -4.04376 -1.63207 0.0 0.0 0.0
C -6.42796 -4.01775 -2.87578 0.0 0.0 0.0
C -5.12606 -3.56850 -2.98846 0.0 0.0 0.0
C -4.43364 -3.15111 -1.85740 0.0 0.0 0.0
C -5.05117 -3.18567 -0.61049 0.0 0.0 0.0
C -6.35697 -3.62342 -0.50102 0.0 0.0 0.0
N -3.11271 -2.67094 -1.97475 0.1 -0.1 0.0
C -2.23099 -2.86587 -3.02874 0.0 0.0 0.0
C -1.10095 -2.19011 -2.69950 0.0 0.1 0.0
N -1.26481 -1.57826 -1.47831 0.1 0.0 0.0
C -2.46562 -1.87964 -1.07427 0.0 0.0 0.1
H -6.96957 -4.33737 -3.75543 0.0 0.0 0.0
H -4.66420 -3.51383 -3.96360 0.0 0.0 0.0
H -4.52162 -2.87019 0.27759 0.0 0.0 0.0
H -6.83925 -3.64520 0.46648 0.0 0.0 0.0
H -2.47492 -3.46888 -3.88374 0.0 0.0 0.0
H -0.18458 -2.07912 -3.25625 -0.1 0.0 0.0
H -2.89125 -1.52578 -0.14855 0.0 0.0 0.0
C 2.76823 1.72299 -3.40088 0.0 -0.1 0.0
As 2.06370 2.06356 -1.60826 0.0 0.0 0.1
C 3.74560 2.43821 -0.65220 0.0 0.0 -0.1
C 1.55599 3.92427 -1.93749 0.0 0.0 0.0
H 3.45858 2.51139 -3.70299 0.0 0.0 0.0
H 1.92112 1.69096 -4.08594 0.0 0.0 0.0
H 3.26565 0.75404 -3.43371 0.0 0.0 0.0
H 4.54860 2.70552 -1.34070 0.0 0.0 0.0
H 4.03654 1.57515 -0.05666 0.0 -0.1 0.0
H 3.57505 3.27414 0.02764 0.0 0.0 0.0
H 2.43797 4.52383 -2.16669 0.0 0.0 0.0
H 1.04581 4.33271 -1.06554 0.0 0.0 0.0
H 0.86719 3.95859 -2.78004 0.0 0.0 0.0
O -0.62564 0.94549 -2.79566 0.1 0.0 0.1
S -1.73130 1.11341 -3.78768 -0.1 -0.1 0.0
C -1.97771 2.87766 -3.98022 0.1 0.0 0.1
C -2.39433 3.36107 -5.20956 0.0 0.0 0.0
C -2.59485 4.72659 -5.36633 0.0 0.0 0.0
C -2.36610 5.58245 -4.29942 0.0 0.0 0.0
C -1.93264 5.08196 -3.07617 0.0 0.0 0.0
C -1.73025 3.72203 -2.90545 0.0 0.0 0.0
C -3.28257 0.75635 -2.95836 0.0 0.0 0.0
C -3.50712 1.20625 -1.66390 0.0 0.1 0.0
C -4.72705 0.93466 -1.06364 0.0 0.0 0.0
C -5.70214 0.22026 -1.75198 0.0 0.0 0.0
C -5.46250 -0.23114 -3.04318 0.0 0.1 0.0
C -4.24153 0.03258 -3.65212 0.0 0.0 0.0
H -2.56028 2.67947 -6.03570 0.0 0.0 0.0
H -2.92141 5.11933 -6.32035 0.0 0.0 0.0
H -2.52101 6.64687 -4.42126 0.0 0.0 0.0
H -1.75332 5.75436 -2.24709 0.0 0.0 0.0
H -1.37833 3.31951 -1.95941 -0.1 0.0 0.0
H -2.74834 1.76077 -1.12052 0.0 -0.1 0.0
H -4.89917 1.29676 -0.05751 0.0 0.0 0.0
H -6.65545 0.01453 -1.28032 0.0 0.0 0.0
H -6.22240 -0.79077 -3.57426 0.0 0.0 0.0
H -4.03663 -0.31979 -4.65703 0.0 0.0 0.0
```
Positions in Å, forces in eV/Å.

Calculated values
* E_LUMO: 0.002 Eh
* relative energy (zero: lowest compared OMol25 entry of this formula, charge and spin): 3.6 kcal per mole
* total charge: 0
* highest occupied orbital energy: -8.03 eV

Results of the Mulliken charge analysis, in e, for atoms 1 through 5: number 1, Ca, carries 1.544; number 2, O, carries -0.805; number 3, C, carries -0.627; number 4, O, carries -0.061; number 5, C, carries 0.324